1.
73
Properties=species:S:1:pos:R:3:forces:R:3 method="wB97M-V/def2-TZVPD" fmax_ev_per_a=2.4 homo_ha=-0.33934
C -3.848912 -1.313486 -2.339023 -0.2567 -0.2607 -0.4260
C -3.584029 -1.592726 -3.824113 0.1835 -0.1596 0.3962
O -4.265603 -2.775920 -4.234566 0.0819 -0.0053 -0.1545
C -2.097804 -1.769289 -4.147155 -0.5010 0.1046 -0.2671
O -1.644899 -3.109835 -3.910715 -0.1648 0.6251 0.4385
C -0.846919 -3.332369 -2.843806 1.0405 -2.0516 -0.5521
O -0.467652 -4.673800 -2.878339 -0.2274 0.6915 0.0268
O -1.488281 -3.099093 -1.569856 0.0194 0.4269 0.3043
S -0.454789 -2.455806 -0.527514 -0.1504 -0.0109 0.2964
O -0.380737 -3.194698 0.677172 -0.1200 -0.0179 -0.3226
O -0.724385 -1.055357 -0.496032 0.1939 -0.0884 -0.0365
O 0.860380 -2.753848 -1.380701 -0.1604 0.0755 0.0007
C 0.460693 -2.536022 -2.749232 0.0489 0.8763 0.2962
Cl 1.696525 -2.962879 -3.874991 0.1496 -0.2677 0.0418
H -4.154740 -2.255699 -1.888290 0.1116 -0.0103 0.1711
H -4.670006 -0.610314 -2.230046 0.0288 0.1086 0.1494
H -2.966701 -0.939658 -1.827092 -0.1030 0.1886 0.0764
H -3.919532 -0.749617 -4.431900 0.0343 0.1201 0.0174
H -5.048231 -2.535852 -4.729581 -0.1544 0.0488 -0.0573
H -1.536104 -1.033814 -3.574258 0.1163 -0.0166 0.0197
H -1.941890 -1.579991 -5.207213 0.1304 -0.1342 -0.0538
H -1.272379 -5.180322 -3.029474 -0.1302 -0.1701 -0.0709
H 0.294137 -1.463173 -2.832931 -0.1239 -0.0493 -0.2463
C 6.045313 -4.619636 -2.449904 -0.2571 -0.1898 -0.2870
C 5.742032 -3.630012 -3.543160 -0.0286 0.0111 0.0469
O 5.142507 -3.940247 -4.546835 -0.0285 0.0186 -0.0295
C 6.229582 -2.216375 -3.323889 -0.0772 0.0333 -0.1823
H 5.642405 -5.592981 -2.722013 -0.0319 0.0163 -0.0065
H 7.118457 -4.698747 -2.305972 0.0619 0.0734 0.1527
H 5.590888 -4.292324 -1.513579 0.1299 0.0462 0.0569
H 7.314568 -2.211739 -3.208177 -0.0057 -0.0014 0.1217
H 5.780682 -1.803601 -2.418910 0.0890 -0.0206 0.0623
H 5.954242 -1.598678 -4.175781 -0.0055 -0.0075 -0.0037
C 9.477361 -4.954022 1.526942 -0.0921 -0.1107 -0.1234
C 9.168649 -3.979398 0.417425 0.0042 0.0003 0.0179
O 8.575400 -4.321956 -0.578907 0.0985 0.0370 0.0529
C 9.633965 -2.556723 0.610309 -0.0858 0.0070 -0.1694
H 9.091270 -5.936306 1.266693 -0.0040 0.0005 -0.0079
H 10.555977 -5.019526 1.677409 -0.0004 0.0661 0.0881
H 9.014980 -4.620607 2.457201 0.0932 0.0423 0.0400
H 10.718505 -2.530422 0.725717 -0.0037 0.0106 0.1087
H 9.177618 -2.132041 1.505694 0.0894 -0.0145 0.0618
H 9.351073 -1.960077 -0.253501 -0.0031 -0.0046 -0.0048
C -3.078170 0.559257 1.620805 -0.0966 -0.0744 -0.1050
C -3.529368 1.670837 0.703209 0.0709 -0.1017 -0.0176
O -4.189101 1.438796 -0.284655 -0.0619 0.0474 -0.0188
C -3.121138 3.069182 1.082863 -0.0698 0.0131 -0.0829
H -3.434332 -0.395406 1.241041 0.0036 -0.0008 -0.0111
H -1.988804 0.535443 1.673024 0.0034 0.0334 0.0756
H -3.474586 0.720267 2.625342 0.0931 0.0463 0.0351
H -2.031779 3.143035 1.116901 -0.0088 -0.0288 0.1045
H -3.534600 3.319553 2.064535 0.1917 -0.0201 -0.1489
H -3.506387 3.773848 0.348867 -0.0035 0.0036 0.0019
C -6.187813 4.946487 5.265272 0.1696 0.0940 -0.0653
C -5.848440 4.186091 4.008737 -0.0289 -0.0127 -0.0116
O -4.869410 4.457243 3.348632 -0.1476 -0.0423 0.1756
C -6.781610 3.072061 3.606749 0.1466 -0.0085 -0.1427
H -5.441290 5.717332 5.441138 0.0030 -0.0005 -0.0033
H -7.169036 5.412649 5.165402 -0.0529 -0.0786 0.0598
H -6.209853 4.266524 6.118097 -0.1107 -0.0082 0.0015
H -7.785317 3.466947 3.443754 -0.0408 -0.0345 0.0975
H -6.826773 2.320231 4.396187 -0.0995 0.0374 0.0410
H -6.427894 2.608373 2.688396 0.0005 0.0095 -0.0019
C -3.016701 7.124699 2.990245 0.0583 0.2007 0.2034
C -1.539514 7.167127 3.285497 -0.0154 0.0118 -0.0426
O -1.054644 7.995211 4.020641 0.0106 -0.0066 0.0213
C -0.689201 6.111264 2.617329 0.1406 0.0870 0.0999
H -3.513909 7.930762 3.526419 0.0160 0.0257 -0.0157
H -3.189979 7.246985 1.919548 -0.0216 -0.1388 -0.0155
H -3.435424 6.169599 3.310628 -0.0020 0.0025 -0.1802
H -0.773749 6.193985 1.532467 -0.0736 -0.0856 -0.0081
H -1.025213 5.117470 2.918246 -0.0642 -0.0145 -0.0929
H 0.350421 6.243134 2.907576 0.0004 0.0073 0.0038



2.
72
Properties=species:S:1:pos:R:3:forces:R:3 method="wB97M-V/def2-TZVPD" charge=+1 spin_multiplicity=5 fmax_ev_per_a=0.7 homo_ha="-0.36651 / -0.36322"
Cr 0.782218 -0.549849 0.180957 0.4558 0.0218 -0.0744
C -0.924624 -4.441969 -2.559254 0.0064 0.0371 -0.0582
N -1.681307 -3.197506 -2.380817 -0.1573 -0.1088 -0.0465
C -3.045005 -3.257541 -2.897623 -0.0364 -0.0235 0.0355
P -0.826788 -1.828658 -2.222655 0.4500 0.0045 0.4219
O 0.312772 -1.962931 -1.257442 -0.3851 0.1765 -0.1336
O -1.976326 -0.839280 -1.640095 -0.2150 -0.0268 -0.0455
P -1.658573 0.680557 -1.220979 0.6283 -0.1371 0.1028
O -0.188925 0.944979 -1.095413 -0.4921 -0.2373 0.0093
N -2.328550 1.571994 -2.402149 -0.0550 0.1893 -0.0987
C -1.767976 2.864971 -2.798419 0.0092 -0.0513 -0.0506
C -3.724414 1.369953 -2.781757 -0.0037 0.0342 -0.0196
N -2.369014 0.739104 0.257989 -0.2141 0.0816 0.1514
C -3.671700 0.128517 0.529655 0.0669 -0.0053 0.0215
C -2.152907 1.992335 0.994948 -0.0254 -0.0717 -0.0152
N -0.302096 -1.185233 -3.614314 0.1239 -0.0009 -0.2460
C -1.218522 -0.900394 -4.712537 -0.0072 -0.0008 0.0222
C 1.048187 -0.658132 -3.804572 -0.0384 0.0457 0.0253
H -1.441666 -5.243356 -2.032310 -0.0023 -0.0022 -0.0014
H 0.073312 -4.343860 -2.139178 0.0016 0.0245 0.0142
H -0.847714 -4.704795 -3.617384 0.0166 -0.0179 0.0030
H -3.558733 -4.097593 -2.429720 0.0038 -0.0032 0.0048
H -3.059452 -3.408472 -3.980865 -0.0094 -0.0201 0.0006
H -3.595568 -2.351430 -2.655846 0.0371 0.0195 0.0062
H -0.735671 2.944609 -2.468404 -0.0072 -0.0249 0.0266
H -2.351377 3.685972 -2.375133 0.0226 0.0246 -0.0030
H -1.791912 2.947365 -3.886403 -0.0139 0.0103 0.0005
H -4.091791 0.405351 -2.435278 0.0418 -0.0241 0.0186
H -3.812119 1.391477 -3.869599 -0.0030 0.0195 0.0056
H -4.363908 2.153209 -2.367016 -0.0081 0.0037 -0.0069
H -3.763355 -0.820636 0.008013 -0.0018 0.0086 -0.0151
H -4.498746 0.786595 0.247162 -0.0154 -0.0086 -0.0083
H -3.744318 -0.065976 1.600002 -0.0068 0.0016 0.0034
H -1.170292 2.398012 0.762846 0.0037 -0.0032 -0.0160
H -2.188959 1.781140 2.064593 -0.0167 -0.0061 0.0046
H -2.925009 2.731869 0.761472 0.0101 0.0174 0.0090
H -2.231415 -1.225232 -4.480670 -0.0008 -0.0300 0.0370
H -0.896351 -1.409002 -5.622609 0.0092 0.0173 -0.0063
H -1.248245 0.176223 -4.898857 -0.0023 0.0006 -0.0269
H 1.680414 -0.920922 -2.962579 -0.0212 -0.0270 0.0134
H 1.015511 0.429821 -3.898744 0.0275 0.0043 -0.0015
H 1.477632 -1.083982 -4.712488 -0.0009 0.0140 -0.0074
C 2.395137 -1.730914 0.899691 0.0386 0.0874 0.1077
C 3.350271 -0.840448 1.595376 -0.0569 -0.1352 -0.0511
C 3.506876 -0.881728 2.986405 0.0019 0.0694 0.0775
C 4.282528 0.046210 3.660520 -0.0395 -0.0830 0.0087
C 4.950890 1.040181 2.951926 0.1378 0.2125 0.0845
C 4.860773 1.066763 1.558984 -0.0187 -0.0041 0.0320
C 4.075350 0.141590 0.903599 0.0238 0.0066 -0.0825
C 5.703436 2.051531 3.650684 -0.1121 -0.1516 -0.1290
N 6.269748 2.884798 4.204690 0.0029 0.0022 0.0268
H 2.104071 -2.564722 1.543073 -0.0618 -0.0290 -0.0403
H 2.817883 -2.151860 -0.018000 0.0211 0.0547 -0.0151
H 3.014445 -1.667035 3.548486 -0.0131 -0.0018 0.0100
H 4.387986 -0.003268 4.737318 0.0025 -0.0067 -0.0020
H 5.403538 1.820402 1.003427 -0.0064 -0.0013 0.0023
H 4.010000 0.184849 -0.179014 -0.0240 -0.0217 0.0111
C 0.819892 1.255674 5.151136 -0.0277 -0.0678 -0.0612
N 0.588061 0.738252 3.802851 -0.0435 -0.0080 0.1725
C -0.022230 -0.575949 3.620117 0.0556 0.0613 0.0079
C 1.046874 1.371990 2.729751 0.1556 -0.0483 -0.1390
C 1.680245 2.723490 2.879369 -0.0112 -0.0549 0.0803
O 0.937658 0.865363 1.596044 -0.2267 0.2054 -0.1594
H 0.231187 0.670879 5.851210 0.0061 0.0144 0.0152
H 0.508735 2.294928 5.232031 0.0121 0.0101 -0.0100
H 1.873250 1.174352 5.423326 0.0042 0.0050 0.0167
H -0.321226 -0.959144 4.590469 0.0008 -0.0314 -0.0009
H 0.680745 -1.267357 3.153194 -0.0338 0.0113 0.0300
H -0.905530 -0.492400 2.983474 0.0039 -0.0293 -0.0170
H 0.965725 3.436310 3.295089 0.0095 0.0143 -0.0225
H 2.012555 3.059307 1.902986 0.0044 0.0045 -0.0120
H 2.534424 2.680633 3.555240 0.0191 -0.0109 0.0026



3.
72
Properties=species:S:1:pos:R:3:forces:R:3 method="wB97M-V/def2-TZVPD" fmax_ev_per_a=0.9 homo_ha=-0.31711
C -4.040286 -4.660375 -3.142073 0.4420 0.4264 -0.0878
C -4.353709 -3.542483 -2.124421 -0.2240 -0.6517 0.1415
C -3.671415 -3.719342 -0.757040 -0.0309 0.4595 0.0644
C -2.393236 -2.886974 -0.546899 -0.0596 -0.2783 -0.2990
C -1.507406 -2.694743 -1.794908 0.3383 0.1933 0.4666
C -1.468688 -1.242904 -2.269218 -0.2817 -0.5449 -0.3344
C -0.546540 -1.003407 -3.468734 0.1205 0.7128 0.4364
C 0.041316 0.418310 -3.411833 -0.1805 -0.3933 -0.1594
C 1.215068 0.518355 -2.416191 -0.3272 0.4730 -0.1692
C 0.858151 1.342801 -1.153610 0.0058 -0.5840 -0.0724
C 1.056102 0.589340 0.116829 -0.2516 0.3259 -0.0775
C 2.006779 -0.307002 0.468306 0.0868 -0.2072 -0.2709
N 3.112127 -0.777392 -0.232221 0.4315 0.1868 0.7709
C 4.141824 0.267686 -0.529321 -0.3017 -0.0781 0.1022
C 5.530897 -0.308072 -0.336614 -0.2322 0.0983 -0.0499
N 1.686165 -0.748322 1.734588 0.0707 -0.1381 -0.0545
C 0.574210 -0.144458 2.156737 0.0980 -0.1696 0.3862
I -0.185853 -0.525913 4.015887 0.0341 0.0744 0.2204
N 0.178107 0.685787 1.204852 -0.0872 0.1407 0.0261
C -1.035254 1.513554 1.316882 -0.0700 -0.0156 0.1273
C -0.835818 3.025782 1.184061 0.2145 0.1652 -0.2708
C -1.174680 3.708754 -0.149311 -0.2832 0.3469 0.2279
C -2.471415 3.258165 -0.805542 0.2173 -0.3959 -0.4191
C -2.761724 4.039946 -2.087317 0.0242 -0.4005 0.1663
H -4.944051 -5.096353 -3.559472 -0.0146 -0.0979 0.0168
H -3.450182 -4.273614 -3.974885 -0.0484 -0.0416 -0.0895
H -3.432302 -5.443140 -2.688820 -0.1515 -0.1375 0.0281
H -4.115796 -2.568555 -2.550395 -0.0843 0.0883 0.0391
H -5.428319 -3.572425 -1.944685 -0.0462 0.2292 -0.0614
H -3.465700 -4.774407 -0.572412 0.0032 -0.0590 -0.1162
H -4.382860 -3.413334 0.012631 0.0316 -0.1014 0.1077
H -2.678474 -1.901722 -0.167701 0.0238 0.0418 0.0216
H -1.801773 -3.370284 0.232063 -0.0293 0.1042 0.1340
H -1.797747 -3.358157 -2.608422 -0.0255 -0.0220 -0.0375
H -0.481124 -2.957064 -1.520753 0.0444 -0.1423 -0.1615
H -2.484428 -0.951220 -2.553069 -0.0091 0.2423 0.1648
H -1.172478 -0.627468 -1.413567 0.0490 0.0939 -0.0200
H 0.287146 -1.706998 -3.430962 -0.0721 -0.1733 -0.2708
H -1.095214 -1.109630 -4.403281 0.0161 -0.3287 -0.0223
H 0.342231 0.730266 -4.412194 0.1550 -0.0111 0.0178
H -0.772853 1.089234 -3.121894 0.0618 0.1659 -0.0424
H 1.528768 -0.486252 -2.137209 0.1264 0.0427 -0.0175
H 2.042464 1.008061 -2.927858 0.1655 -0.1348 0.0929
H -0.205383 1.560174 -1.212826 0.0256 0.3136 0.0361
H 1.419663 2.276518 -1.129008 -0.1218 0.1214 0.0053
H 3.564315 -1.458791 0.368661 0.0473 -0.2572 -0.2979
H 3.985910 0.619719 -1.547631 0.0457 0.0070 -0.0402
H 3.991608 1.103491 0.157795 0.0501 0.1276 -0.0951
H 6.275525 0.409498 -0.672317 0.0895 -0.0583 -0.0474
H 5.709112 -0.501707 0.721352 0.0604 -0.0776 0.0183
H 5.634072 -1.235472 -0.899060 0.1352 0.0000 -0.0434
H 2.189682 -1.432389 2.278362 0.0606 0.0731 0.0844
H -1.780968 1.105428 0.635824 0.0190 0.0874 -0.1368
H -1.399694 1.320371 2.322292 -0.0418 -0.0986 -0.0271
H 0.192315 3.278264 1.452298 0.0139 -0.0557 0.1284
H -1.459691 3.496052 1.944421 -0.0424 -0.1058 0.0683
H -0.358917 3.660488 -0.868440 0.0196 -0.1270 -0.0182
H -1.278351 4.773251 0.080221 0.0600 0.0282 -0.0039
H -3.313134 3.287258 -0.110394 0.0335 0.1884 0.0937
H -2.373542 2.207528 -1.107181 -0.1005 -0.0616 0.1097
H -3.757858 3.804361 -2.457651 -0.0881 0.1880 0.0051
H -2.065410 3.715491 -2.862783 0.1040 0.2156 -0.0335
H -2.654224 5.111449 -1.931000 -0.1079 0.0708 -0.0886
N 3.095710 0.635582 6.144928 0.1687 0.0026 0.2619
S 4.350040 1.618478 6.147963 -0.0088 0.1572 -0.2786
O 5.498903 1.102957 6.813492 0.0176 -0.0354 -0.0295
O 4.027063 2.998672 6.295850 -0.0260 0.0053 -0.0746
F 4.687383 1.457445 4.594540 -0.0923 -0.0509 -0.0243
S 2.386936 0.390453 7.530389 -0.1119 -0.3723 0.2567
O 1.496615 -0.726871 7.421980 -0.1313 0.1446 -0.3947
O 1.934042 1.559714 8.209056 0.0234 0.0424 -0.0733
F 3.556248 -0.161444 8.448860 -0.0513 0.0223 -0.0158



Number 1: M 539.0 u. Number 2: M 541.5 u. Number 3: M 628.6 u.